Here is a molecular structure, C25H20BrMoN3O2S at a distorted geometry from OMol25. Energies are from ωB97M-V/def2-TZVPD.

Last column: Löwdin charge in e.
Cartesian coordinates (Å):
Mo1 1.71018 -0.26486 -0.21893  1.51
O1 1.39863 1.75369 -1.11454  -0.11
C1 1.37175 2.97737 -0.40887  -0.21
C2 1.38994 4.15747 -1.12320  0.01
C3 1.35899 5.36223 -0.43761  -0.03
C4 1.31461 5.37366 0.94935  -0.04
C5 1.30398 4.17671 1.64378  0.00
C6 1.32352 2.95414 0.97630  -0.12
C7 1.28369 1.69283 1.79344  -0.30
O2 2.13689 0.68200 1.25698  -0.24
N1 -0.02809 1.04296 1.88817  0.04
N2 -0.31823 0.32983 0.74447  -0.11
C8 -1.52255 0.15101 0.36577  -0.15
C9 -1.81916 -0.63414 -0.80645  -0.53
Br1 -0.24684 -1.06183 -1.86197  0.93
C10 -3.00212 -1.02270 -1.29136  -0.06
C11 -4.29160 -0.86806 -0.62581  -0.22
C12 -5.41667 -0.63991 -1.42410  -0.02
C13 -6.65697 -0.45639 -0.83973  -0.04
C14 -6.79179 -0.53035 0.54052  -0.04
C15 -5.68647 -0.79673 1.33886  -0.05
C16 -4.43998 -0.96349 0.76158  -0.05
H1 1.71920 1.91056 -2.01234  0.13
H2 1.42515 4.14228 -2.20716  0.13
H3 1.37633 6.29002 -0.99222  0.13
H4 1.30113 6.31087 1.48736  0.12
H5 1.29365 4.18441 2.72763  0.13
H6 1.60893 1.90242 2.81098  0.16
H7 -0.76838 1.67732 2.17741  0.16
H8 -2.36587 0.59634 0.88939  0.15
H9 -3.02378 -1.48261 -2.27492  0.12
H10 -5.31379 -0.59603 -2.50154  0.12
H11 -7.52212 -0.26894 -1.46073  0.12
H12 -7.76517 -0.40235 0.99455  0.12
H13 -5.80264 -0.89324 2.40977  0.12
H14 -3.59437 -1.23074 1.38491  0.11
S1 5.14712 -2.50718 -1.94270  1.14
C17 5.22515 -0.95051 -2.67114  -0.35
C18 4.22633 -0.13452 -2.24873  -0.18
C19 3.34147 -0.77198 -1.31992  -0.35
C20 3.74761 -2.09197 -1.09317  -0.52
C21 3.00226 -2.93668 -0.14790  -0.26
C22 3.29965 -4.24004 0.19533  0.02
C23 2.48794 -4.89447 1.11228  0.01
C24 1.39718 -4.23292 1.65936  -0.01
C25 1.15143 -2.93246 1.26995  -0.09
N3 1.93610 -2.29437 0.39422  -0.08
H15 6.02786 -0.72741 -3.35681  0.09
H16 4.15022 0.89316 -2.57668  0.10
H17 4.15261 -4.73610 -0.24735  0.13
H18 2.70463 -5.91593 1.39516  0.13
H19 0.74666 -4.71399 2.37470  0.13
H20 0.31582 -2.36838 1.66366  0.12

Spin multiplicity: 1
Charge: +2
Energy (eV): -117532.394
Orbital gap (spin up / spin down) (Ha): 0.2438 / 0.2420